## a
# C2H2O

2 unconnected molecules or ions with the total composition C2H2O (wB97M-V/def2-TZVPD, the OMol25 dataset).

```
5
C2H2O, DFT wB97M-V/def2-TZVPD
C -1.1742 -0.2567 0.1532
C 0.8319 0.3780 0.0855
O -2.2365 0.0392 0.0081
H 1.4619 -0.3572 0.6348
H 1.1169 0.1967 -0.8817
```

Computed properties:
M in g mol⁻¹: 42.037
E_HOMO in eV: -9.01

natural (NBO) population analysis, charges in e, atoms 1 to 4: C 0.64; C -0.43; O -0.45; H 0.13

---

## b
# C2H2O

A molecular structure, C2H2O (wB97M-V/def2-TZVPD, the OMol25 dataset).

```
5
C2H2O, DFT wB97M-V/def2-TZVPD
C -1.0920 0.3136 -0.0234
C 0.7960 -0.3758 -0.0280
O -2.1648 -0.0580 0.0268
H 1.1797 0.0271 0.9050
H 1.2812 0.0931 -0.8804
```

Computed properties:
M in g mol⁻¹: 42.037
E_HOMO (alpha / beta) in eV: -8.96 / -8.96

natural (NBO) population analysis, charges in e, atoms 1 to 4: C 0.64; C -0.47; O -0.46; H 0.14

---

Energy above the most stable structure, in kcal/mol: a 9.6; b 0.0

---

## a
# ClFIPS

ClFIPS in the gas phase (wB97M-V/def2-TZVPD, the OMol25 dataset).

```
5
ClFIPS, DFT wB97M-V/def2-TZVPD
F -0.9197 1.0962 -0.7703
P 0.5102 1.1876 -0.1022
S -1.5326 -1.8033 2.0791
Cl 1.6858 1.1258 -1.8384
I 0.2562 -1.6063 0.6318
```

Computed properties:
M in g mol⁻¹: 244.396
E_HOMO (alpha / beta) in eV: -8.35 / -8.28

natural (NBO) population analysis, charges in e, atoms 1 to 4: F -0.58; P 1.08; S -0.52; Cl -0.30

---

## b
# ClFIPS

ClFIPS in the gas phase (wB97M-V/def2-TZVPD, the OMol25 dataset).

```
5
ClFIPS, DFT wB97M-V/def2-TZVPD
F -1.7061 -0.4077 -1.3997
P -1.3343 -0.5828 0.2026
S 3.2373 0.2135 0.8930
Cl -1.6212 1.2488 0.8005
I 1.4243 -0.4717 -0.4964
```

Computed properties:
M in g mol⁻¹: 244.396
E_HOMO (alpha / beta) in eV: -8.30 / -8.26

natural (NBO) population analysis, charges in e, atoms 1 to 4: F -0.58; P 1.05; S -0.51; Cl -0.22

---

Energy above the most stable structure, in kcal/mol: a 0.0; b 3.7

---

## a
# C27H21Cl5N3O3Pt

A molecular structure, C27H21Cl5N3O3Pt (wB97M-V/def2-TZVPD, the OMol25 dataset).

```
60
C27H21Cl5N3O3Pt, DFT wB97M-V/def2-TZVPD
Pt 0.8204 -0.2117 -0.0338
O -0.1944 -3.7389 2.4245
C 0.0862 -2.6382 2.1188
O -0.4306 -2.0690 0.9365
C 1.0215 -1.7069 2.7853
C 1.5897 -2.0924 3.9920
C 2.4037 -1.2025 4.6652
C 2.6370 0.0402 4.1012
C 2.0598 0.3306 2.8756
N 1.2660 -0.5172 2.2319
H 1.3573 -3.0809 4.3663
H 2.8535 -1.4613 5.6146
H 3.2633 0.7696 4.5951
H 2.2441 1.2785 2.3831
C 0.5543 2.4075 -1.7634
N 1.4366 1.5579 -0.9809
C 2.7134 1.7373 -0.9638
C 3.5095 0.7250 -0.4201
C 4.8711 0.6103 -0.1183
C 5.0561 -0.6763 0.3750
C 3.8042 -1.3083 0.3474
N 2.8873 -0.4717 -0.1420
C 0.0014 1.6701 -2.9670
C 0.8479 0.9271 -3.7836
C 0.3520 0.2876 -4.9101
C -0.9951 0.3933 -5.2319
C -1.8414 1.1358 -4.4232
C -1.3457 1.7630 -3.2879
H 1.1039 3.2925 -2.0954
H -0.2819 2.7386 -1.1472
H 3.1536 2.6339 -1.3938
H 5.6104 1.3883 -0.2349
H 5.9805 -1.1253 0.7000
H 3.5653 -2.3276 0.6155
H 1.9023 0.8486 -3.5425
H 1.0169 -0.2904 -5.5386
H -1.3843 -0.1007 -6.1132
H -2.8901 1.2268 -4.6770
H -2.0132 2.3440 -2.6590
Cl -0.6111 -1.7994 -1.8503
C -1.9716 -2.0524 -0.8249
C -1.7419 -2.1477 0.5499
C -2.8244 -2.1451 1.4186
Cl -2.5898 -1.9639 3.1141
C -4.1251 -2.1610 0.9078
Cl -5.4558 -2.1948 1.9858
C -4.3464 -2.1097 -0.4648
Cl -5.9430 -2.0646 -1.0803
C -3.2592 -2.0305 -1.3362
Cl -3.5088 -1.8961 -3.0215
C -1.2714 1.9195 2.0511
C -1.9037 1.3795 0.8097
C -3.3220 1.7584 0.5234
O -1.3069 0.6473 0.0297
H -1.8562 1.6233 2.9247
H -1.2722 3.0115 2.0231
H -0.2540 1.5517 2.1469
H -3.9541 1.4857 1.3720
H -3.6765 1.2602 -0.3768
H -3.3982 2.8410 0.3977
```

Computed properties:
M in g mol⁻¹: 807.826
Charge: +1
E_HOMO in eV: -10.78

natural (NBO) population analysis, charges in e, atoms 1 to 4: Pt 1.02; O -0.47; C 0.79; O -0.56

---

## b
# C27H21Cl5N3O3Pt

A molecular structure, C27H21Cl5N3O3Pt (wB97M-V/def2-TZVPD, the OMol25 dataset).

```
60
C27H21Cl5N3O3Pt, DFT wB97M-V/def2-TZVPD
Pt -0.4748 -0.2366 0.4923
O 0.3123 -1.4576 4.2070
C 0.3781 -1.0668 3.0723
O -0.6401 -0.5200 2.4367
C 1.6397 -1.2138 2.2603
C 2.8208 -1.6020 2.8571
C 3.9655 -1.6657 2.0795
C 3.8793 -1.3745 0.7271
C 2.6559 -1.0122 0.1969
N 1.5590 -0.9268 0.9529
H 2.8142 -1.8286 3.9141
H 4.9147 -1.9374 2.5216
H 4.7468 -1.4210 0.0849
H 2.5466 -0.7951 -0.8542
C 0.4795 -0.0933 -2.5333
N -0.5707 -0.3247 -1.5379
C -1.6907 -0.8700 -1.9154
C -2.7192 -1.0078 -0.9578
C -4.0542 -1.3927 -0.9245
C -4.5090 -1.1219 0.3734
C -3.4454 -0.5918 1.1021
N -2.3739 -0.5524 0.2953
C 1.0441 1.3101 -2.5543
C 1.5031 1.9855 -1.4279
C 2.0215 3.2683 -1.5274
C 2.1002 3.8942 -2.7627
C 1.6551 3.2289 -3.8951
C 1.1291 1.9502 -3.7885
H 0.0324 -0.2721 -3.5114
H 1.2591 -0.8507 -2.3993
H -1.8427 -1.1315 -2.9574
H -4.6232 -1.7969 -1.7458
H -5.5020 -1.2833 0.7580
H -3.3915 -0.2752 2.1310
H 1.4599 1.5321 -0.4481
H 2.3685 3.7741 -0.6349
H 2.5053 4.8940 -2.8421
H 1.7044 3.7094 -4.8630
H 0.7733 1.4467 -4.6799
Cl 1.5466 1.4137 2.3885
C 0.3683 2.3653 1.5643
C -0.5624 1.7959 0.6834
C -1.4100 2.6992 0.0032
Cl -2.5954 2.2898 -1.1651
C -1.3162 4.0823 0.2281
Cl -2.3498 5.1637 -0.6090
C -0.3942 4.6064 1.1195
Cl -0.2902 6.2943 1.3765
C 0.4531 3.7411 1.7896
Cl 1.6157 4.3814 2.8756
C -1.4563 -3.6379 1.9804
C -0.9068 -3.6389 0.5875
C -0.9564 -4.8944 -0.2290
O -0.4502 -2.6244 0.0674
H -1.8267 -4.6139 2.2791
H -2.2615 -2.9032 2.0437
H -0.6864 -3.3214 2.6840
H -1.1164 -5.7820 0.3763
H -0.0450 -4.9909 -0.8171
H -1.7910 -4.7970 -0.9289
```

Computed properties:
M in g mol⁻¹: 807.826
Charge: +1
E_HOMO in eV: -11.48

natural (NBO) population analysis, charges in e, atoms 1 to 4: Pt 1.44; O -0.55; C 0.74; O -0.70

---

Energy above the most stable structure, in kcal/mol: a 4.2; b 0.0